Record 1
91
Properties=species:S:1:pos:R:3:forces:R:3:lowdin_charge:R:1 method="wB97M-V/def2-TZVPD" homo_lumo_gap_ev=8.56 largest_force_ha_per_bohr=0.194 lumo_energy_ev=-0.07 energy_ev=-80944.5015 spin_multiplicity=1
Pb -0.6120 0.3814 0.5666 -0.2 -0.6 -0.1 1.70
O 1.5859 -1.5837 -4.7259 1.6 -2.7 -0.7 0.05
O 1.5262 -3.5116 1.9030 0.9 -1.1 -0.2 -0.03
O -0.7119 1.9902 -1.4914 0.9 0.7 -0.1 -0.17
O -3.4399 -1.8705 -3.7110 0.2 -4.4 2.1 0.01
O 1.9204 0.3737 -0.2299 -2.2 -1.8 0.7 -0.08
O 0.9035 -2.5179 3.7257 -0.4 0.9 0.1 0.08
O -2.8846 1.7585 0.8284 1.4 -0.6 1.3 -0.06
O -1.6171 3.9808 -1.5387 0.2 2.4 0.5 0.11
O -0.6784 0.3290 3.3896 -1.7 1.2 0.1 -0.07
O -0.7375 -1.3981 -1.6182 -0.1 2.5 0.0 -0.06
O 5.0709 1.0129 2.7823 -1.3 -0.8 -0.4 -0.04
O 5.7684 -2.9584 -1.4662 -3.1 0.1 0.4 -0.04
O 0.0314 2.6561 1.5704 -2.1 -1.2 -3.0 -0.06
O -1.5637 2.7468 -3.4324 0.8 1.2 2.8 -0.06
O -2.7294 -0.9791 0.5984 1.2 1.3 0.7 -0.09
O 0.3452 -1.6963 1.6421 -0.6 0.6 0.7 -0.18
N -4.1075 -2.3872 1.6936 -0.7 -0.7 2.9 0.18
N 3.7501 -0.8023 2.2976 -3.4 -0.7 -2.2 0.20
N 3.9890 -2.6161 -0.0480 -1.0 -0.4 3.6 0.16
N -0.9811 -3.2144 -2.8896 -0.4 -0.2 -1.2 0.20
N -1.8943 2.0367 4.2305 -3.7 3.4 -1.5 0.22
N 0.6161 4.0585 3.1259 -1.1 2.5 1.5 0.17
N -0.0292 -3.3350 -0.8342 0.9 -0.8 2.3 0.19
N -3.9240 -2.4481 -0.4377 -1.7 -2.7 -6.5 0.22
N 1.3212 0.3209 -3.6158 2.0 3.1 3.4 0.19
N -0.6122 0.7779 5.5205 0.6 -0.2 2.3 0.17
N 3.9673 1.1195 -0.4630 3.5 -1.4 0.4 0.21
N 3.7340 -2.0599 -2.0568 -1.1 0.9 -3.7 0.17
N -2.5272 0.1267 -3.2657 0.4 0.2 1.1 0.20
N -4.2327 -0.1788 -4.6544 -4.1 4.2 -3.9 0.18
N -5.1178 1.8496 0.8648 -2.6 -1.9 1.0 0.19
N 2.4291 2.3092 -1.2147 -3.6 5.6 -3.3 0.22
N -4.0134 3.5104 0.0763 -0.4 3.3 -1.5 0.19
N -0.1053 -0.1945 -5.0771 -4.0 0.1 -3.4 0.18
N 2.0356 2.5465 2.5805 3.2 -2.5 0.0 0.23
N 5.4124 -0.9324 3.6080 5.5 -5.8 6.0 0.19
C 0.8934 -2.5552 2.3704 0.0 0.3 -2.0 -0.83
C -3.4458 -0.6730 -3.8032 3.6 -0.3 0.9 -0.80
C 4.7396 -0.2048 2.8923 -1.4 7.3 -3.4 -0.80
C -1.2437 2.9130 -2.1864 -1.2 -4.8 -4.5 -0.76
C -1.1377 1.0482 4.3250 6.1 -5.5 -0.3 -0.74
C 2.6803 1.2054 -0.6841 2.7 -2.2 2.5 -0.81
C -3.5071 -1.9064 0.6149 0.9 1.5 2.4 -0.77
C 0.8587 3.0247 2.3438 -0.2 1.3 1.5 -0.78
C 0.9905 -0.5753 -4.5070 0.5 -0.2 1.0 -0.82
C -0.5874 -2.5893 -1.7955 0.0 -2.0 1.0 -0.71
C -3.9365 2.3201 0.6126 2.5 0.3 -0.5 -0.75
C 4.5560 -2.6455 -1.2179 5.4 -0.4 -0.5 -0.71
H -3.2115 4.0643 -0.1889 -0.2 -0.5 -0.3 0.10
H -0.1421 -4.3105 -0.5981 -0.2 -0.2 -1.2 0.11
H 3.5299 -1.7800 2.4224 0.0 0.2 0.1 0.09
H -0.2474 4.5476 2.9380 0.4 0.2 0.5 0.12
H 1.3229 4.3543 3.7839 -0.6 0.5 -0.2 0.11
H -0.9768 -4.2227 -2.9481 -0.1 0.4 -0.1 0.12
H 2.7823 -1.9012 -1.7585 0.0 -0.3 -0.7 0.09
H -3.6352 -2.2947 2.5815 -0.2 -0.1 -0.1 0.12
H 4.3298 -3.0782 0.7829 -0.1 0.2 -0.5 0.12
H -2.3704 1.1015 -3.4782 -0.2 0.4 0.0 0.05
H -1.6136 -2.6311 -3.4185 -0.4 -0.6 -0.6 0.07
H -0.9763 3.9037 -0.8281 -0.1 0.5 1.2 0.11
H 1.8190 0.0739 -2.7724 0.0 -0.2 -0.4 0.08
H 0.0380 -2.8847 0.0674 0.5 0.8 0.1 0.05
H -4.9182 3.7431 -0.3075 0.5 0.7 0.0 0.11
H -5.1027 0.9547 1.3327 -0.8 -0.1 -0.6 0.13
H 5.2355 -1.9246 3.6742 0.3 0.2 0.2 0.13
H -2.0463 2.6874 4.9878 -0.4 -0.1 -0.7 0.14
H -0.7790 1.3762 6.3169 0.1 -0.3 -0.1 0.10
H 3.1435 2.8803 -1.6431 -0.5 -0.1 0.1 0.14
H 3.0949 -2.1470 -0.0747 -0.1 -0.7 1.2 0.08
H -4.9235 -0.7463 -5.1243 0.4 0.2 0.1 0.13
H -4.0057 0.7605 -4.9482 -0.8 -0.1 -0.3 0.12
H -2.2466 1.9765 3.2858 -0.9 1.6 -0.2 0.12
H 2.2337 1.6298 2.2056 0.4 0.1 0.1 0.10
H 6.1637 -0.5089 4.1336 -0.1 -0.3 -0.1 0.14
H -0.6650 0.5577 -4.7016 0.0 -0.3 -0.2 0.08
H -4.4173 -3.3279 -0.4879 0.1 0.3 0.1 0.13
H -0.5363 -0.8798 -5.6810 -0.1 0.4 0.0 0.12
H 4.3523 0.2686 -0.0785 0.2 0.2 -0.3 0.10
H 1.5245 -3.2496 3.7483 0.3 -0.7 1.3 0.09
H 1.4512 2.5504 -1.2903 -0.1 0.2 -0.4 0.10
H 3.8971 -2.3067 -3.0226 -0.4 0.5 -0.1 0.12
H -4.7754 -3.1303 1.5452 0.3 0.1 0.5 0.11
H 4.5686 1.8037 -0.8994 0.3 -0.6 0.4 0.12
H 0.1787 0.1498 5.5289 -0.3 0.1 0.0 0.12
H -3.5834 -2.0846 -1.3164 0.0 -0.1 -0.3 0.10
H -5.8152 2.2469 0.2516 -0.7 -1.0 0.8 0.12
H 3.1944 -0.3288 1.5998 0.0 -0.1 0.1 0.07
H 2.4555 2.7866 3.4671 0.4 -0.4 -0.4 0.12
H -1.7652 -0.3414 -2.7963 0.1 -0.1 0.4 0.06
H 0.6894 1.0987 -3.4894 0.1 -0.1 0.3 0.08

---

Record 2
67
Properties=species:S:1:pos:R:3:forces:R:3:nbo_charge:R:1 method="wB97M-V/def2-TZVPD" homo_lumo_gap_ev=9.70 relative_energy_kcal_mol=0.0 largest_force_ha_per_bohr=0.079 lumo_energy_ev=2.80 energy_ev=-39183.0040 spin_multiplicity=1 total_charge=-1
O -0.0577 -2.4850 3.3245 1.0 -1.2 -2.4 -0.74
O -1.0339 1.9541 0.9428 0.7 3.7 1.6 -0.52
O -1.6666 -2.5028 -0.8209 -0.3 -0.5 -0.3 -0.97
O 1.4145 -2.3678 0.8521 0.7 -1.1 -1.1 -0.74
O -2.6762 1.5216 -4.8053 -1.2 1.7 -1.4 -0.70
O -0.7969 -0.0881 1.5623 0.0 0.9 -2.0 -0.59
O -3.4708 1.3175 -2.3936 -0.5 -0.1 0.7 -0.98
O 1.2288 1.3253 -1.9942 -0.5 -0.3 -0.2 -0.72
O -1.8390 4.0835 -0.7141 0.0 0.7 -0.5 -0.96
O -1.3850 0.5264 -0.5114 0.8 -1.5 -0.3 -0.56
O -2.0297 3.1902 3.3624 -0.3 0.4 0.5 -0.96
O -4.0278 0.8787 2.9925 -0.2 -0.1 0.3 -0.94
N -1.0211 0.7998 0.6489 -1.2 -3.5 0.9 0.73
C 2.2661 2.2006 -1.6791 -1.1 0.1 3.7 0.09
C -0.7777 0.4459 -4.1404 0.9 0.2 -0.6 -0.65
C -0.7681 -1.5446 5.1886 -1.6 -1.2 1.2 -0.65
C 2.7400 -2.6028 1.3381 0.1 0.6 0.0 0.10
C -1.7798 0.6064 -5.3015 1.6 -1.7 1.5 0.08
C 1.0651 -3.2498 5.2745 1.0 -0.9 0.6 -0.63
C 1.7889 3.3604 -0.7589 0.6 0.0 -0.4 -0.64
C 2.8691 2.6849 -2.8622 1.3 1.5 -3.2 -0.61
C 3.5324 -1.3063 1.1935 0.3 0.2 0.9 -0.63
C 3.4466 -3.7799 0.6700 -1.1 0.2 -1.0 -0.63
C -0.2253 -2.8801 4.6379 -0.9 3.0 0.9 0.10
C -2.5600 -0.6094 -5.6749 -1.1 -1.7 -0.3 -0.65
H 2.6658 3.9573 -0.5082 0.2 0.0 0.2 0.20
H 1.5430 -3.9947 4.6383 0.2 -0.1 0.1 0.21
H 1.3451 3.0212 0.1772 -0.1 -0.2 -0.1 0.22
H -1.6203 -1.5491 -0.7538 0.1 0.6 0.1 0.49
H -3.3077 -0.9047 -4.9388 0.4 0.3 0.8 0.23
H -1.2281 -1.6556 6.1705 1.0 0.4 0.8 0.20
H -1.4087 3.2323 -0.6336 0.0 -0.4 0.2 0.48
H -1.1285 -2.8209 -0.0961 0.3 0.0 0.2 0.47
H 4.5202 -1.4149 1.6412 0.2 0.0 0.1 0.19
H 3.3648 -3.6601 -0.4103 -0.3 -0.2 -0.2 0.21
H -0.0085 -0.7812 5.0203 -0.1 0.1 0.6 0.21
H -1.6952 -1.2590 4.6917 0.2 0.0 -0.9 0.23
H 1.7951 -2.4687 5.4867 -0.2 0.5 -0.6 0.20
H -2.1201 4.2954 0.1760 0.0 -0.1 0.2 0.47
H -0.6601 1.4367 -3.7016 0.3 0.1 -0.2 0.23
H -1.3159 1.0135 -6.2000 0.6 0.0 0.0 0.15
H 3.0128 1.6772 -1.0818 0.2 -0.4 0.2 0.14
H 0.9206 -1.7998 1.4480 0.1 0.0 0.2 0.50
H 4.5214 -3.8675 0.8288 -0.1 0.2 0.7 0.20
H 3.0202 -0.5121 1.7367 0.0 0.1 0.1 0.21
H -0.9635 -0.1802 -3.2678 -0.8 -0.4 -0.4 0.24
H -2.8137 1.0868 -1.7369 0.1 0.0 0.5 0.48
H 0.5109 1.4849 -1.3772 -0.3 -0.4 0.0 0.48
H 3.1626 1.8915 -3.5495 0.1 -0.1 0.1 0.21
H 3.7297 3.3209 -2.6548 0.2 -0.1 0.1 0.20
H -3.0077 1.2545 -3.2290 -0.2 0.2 -0.2 0.47
H -1.1942 3.5050 3.7074 0.2 0.0 0.0 0.46
H 2.6333 -2.9620 2.3617 0.2 0.7 0.6 0.16
H -3.2378 -0.4563 -6.5148 0.3 0.4 -0.6 0.19
H 0.9238 -3.6691 6.2707 -0.3 -0.4 0.0 0.20
H -3.2334 1.5944 -5.5837 -1.1 0.8 0.4 0.47
H 1.1123 4.0620 -1.2469 -0.3 -0.3 -0.2 0.22
H 2.1804 3.3225 -3.4166 -0.2 0.0 -0.1 0.20
H -4.7511 0.9867 2.3748 -0.1 0.0 -0.2 0.46
H 3.6946 -0.9171 0.1883 -0.3 -0.5 -0.3 0.21
H -0.9296 -3.7066 4.7335 -0.2 0.0 -0.1 0.16
H -2.0153 -1.5326 -5.8728 0.4 0.2 -0.1 0.22
H -0.3232 -1.5701 3.2059 -0.3 0.0 -0.2 0.50
H -3.2398 1.0007 2.4630 0.3 -0.1 -0.1 0.47
H 0.1927 0.1132 -4.5089 0.1 0.1 0.0 0.21
H 2.9052 -4.6685 0.9947 0.3 -0.3 -0.3 0.21
H -1.7881 2.6155 2.6360 0.4 -0.2 -0.5 0.48